88
Properties=species:S:1:pos:R:3 method="wB97M-V/def2-TZVPD" charge=0 spin_multiplicity=2 homo_ev="-7.263 / -7.243" gap_ev="6.739 / 6.719" e_lumo_ha="-0.01926 / -0.01924"
Mn 0.01721 -0.23156 -0.32956
C 2.97457 -0.11607 -2.50818
C 3.30591 -0.00881 -1.05231
C 4.64180 0.06955 -0.63176
C 4.96066 0.14736 0.69821
C 3.91894 0.15142 1.64472
C 4.07978 0.21963 3.04609
Br 5.82295 0.28787 3.80192
C 3.00175 0.23524 3.89380
C 1.70709 0.16331 3.37782
Br 0.20552 0.18790 4.52634
C 1.47182 0.06819 2.01064
O 0.29457 -0.02996 1.48240
C 2.59998 0.08249 1.14120
N 2.30280 -0.00238 -0.18781
H 3.72078 -0.72100 -3.02340
H 2.97520 0.86857 -2.98343
H 1.99190 -0.56799 -2.63341
H 5.42600 0.06529 -1.37738
H 5.99170 0.20149 1.01796
H 3.14904 0.29224 4.96291
C 1.21216 -3.25401 0.68727
C -0.17057 -3.74548 0.26188
C -0.22445 -3.87184 -1.25857
C -1.28118 -2.85560 0.83803
C -2.66226 -3.51496 0.75593
O -3.52385 -2.47052 0.30412
C -2.75128 -1.43107 -0.06905
N -1.49881 -1.57048 0.16051
C -3.51009 -0.31662 -0.66290
C -4.80771 -0.64910 -1.08068
C -5.66035 0.27640 -1.64182
C -5.23334 1.58406 -1.80344
C -3.95392 1.92634 -1.40962
C -3.07216 1.00622 -0.84169
P -1.43688 1.64169 -0.28317
C -1.91317 2.65263 1.15889
C -3.06710 2.38308 1.88959
C -3.40657 3.17769 2.97434
C -2.59535 4.23941 3.34273
C -1.42883 4.49584 2.63541
C -1.08418 3.70264 1.55385
C -0.94166 2.93161 -1.49076
C 0.14729 2.64247 -2.31251
C 0.56848 3.53806 -3.28430
C -0.09347 4.74607 -3.43841
C -1.14264 5.07156 -2.58951
C -1.55544 4.18059 -1.61160
H 1.98482 -3.92003 0.30068
H 1.31323 -3.20273 1.77247
H 1.39198 -2.26081 0.27176
H -0.33361 -4.73383 0.70778
H 0.04515 -2.92151 -1.71874
H -1.21324 -4.14648 -1.62702
H 0.48927 -4.62756 -1.59036
H -1.01797 -2.62997 1.87763
H -3.02737 -3.87694 1.71452
H -2.68729 -4.32598 0.02480
H -5.13366 -1.67154 -0.97385
H -6.65057 -0.02219 -1.95974
H -5.88740 2.33190 -2.23332
H -3.62754 2.94288 -1.55878
H -3.70243 1.55374 1.60558
H -4.31182 2.96706 3.52953
H -2.86947 4.86496 4.18243
H -0.78930 5.31942 2.92598
H -0.16931 3.90179 1.00923
H 0.66916 1.70580 -2.17361
H 1.40736 3.28891 -3.92243
H 0.21604 5.44265 -4.20703
H -1.64410 6.02604 -2.68950
H -2.33001 4.47939 -0.91674
O -1.80948 -1.71283 -3.04509
C -0.90702 -0.89380 -3.16210
O -0.16860 -0.40709 -2.21352
C -0.53599 -0.39698 -4.52953
C -1.21147 -0.88517 -5.64428
C -0.83524 -0.48814 -6.91973
C 0.21512 0.39392 -7.09637
C 0.86851 0.89397 -5.97626
C 0.49655 0.50839 -4.69682
N 1.96934 1.82313 -6.14045
O 2.36590 2.05212 -7.26382
O 2.44611 2.33506 -5.14254
H -2.02104 -1.58461 -5.48484
H -1.36421 -0.87757 -7.77912
H 0.54007 0.71039 -8.07682
H 1.02357 0.91399 -3.85028

88
Properties=species:S:1:pos:R:3 method="wB97M-V/def2-TZVPD" charge=0 spin_multiplicity=5 de_lowest_kcal_mol=55.3 homo_ev="-7.566 / -7.590" gap_ev="8.076 / 8.100" e_lumo_ha="0.01872 / 0.01876"
Pm 0.33229 0.23994 0.03061
C -2.48759 -2.48698 1.75688
C -3.07529 -1.19889 2.35604
C -3.32855 -0.08087 1.37452
C -4.58194 0.04207 0.77366
C -4.85488 1.14568 -0.01405
C -3.87541 2.11620 -0.15804
C -2.64593 1.89346 0.43797
N -2.36569 0.81366 1.16692
N -1.03952 -2.51937 1.52524
C -0.32165 -2.57236 2.79743
C -0.01884 -1.24431 3.45250
C 0.45166 -1.25780 4.76591
C 0.68892 -0.05847 5.40917
C 0.38696 1.11839 4.74045
C -0.06221 1.03519 3.43447
N -0.21648 -0.11501 2.77881
C -0.72804 -3.71733 0.73035
C -0.62946 -3.51755 -0.76096
C -1.23605 -4.43076 -1.61992
C -0.97162 -4.35409 -2.97538
C -0.11627 -3.36096 -3.42497
C 0.39782 -2.46627 -2.50034
N 0.15699 -2.53739 -1.19694
H -2.75829 -3.31478 2.44225
H -2.99366 -2.67967 0.80897
H -4.03901 -1.47619 2.79453
H -2.43107 -0.83091 3.15169
H -5.34146 -0.70814 0.93780
H -5.82110 1.26029 -0.48345
H -4.05783 3.01552 -0.72581
H -1.85324 2.62674 0.35269
H -0.87241 -3.19004 3.53431
H 0.63935 -3.06716 2.63060
H 0.63496 -2.19741 5.26778
H 1.08111 -0.03983 6.41475
H 0.50424 2.07683 5.22116
H -0.33867 1.92792 2.88924
H 0.26006 -4.09336 1.01716
H -1.45644 -4.51957 0.93178
H -1.89994 -5.19023 -1.23175
H -1.41946 -5.05651 -3.66155
H 0.14174 -3.28082 -4.46886
H 1.05032 -1.66038 -2.80594
F -3.93484 -2.72328 -2.73484
C -3.20872 -1.56991 -2.78473
C -2.45168 -1.20924 -1.69004
C -1.66770 -0.04609 -1.63335
C -1.81280 0.78549 -2.77563
C -2.50561 0.35465 -3.90770
F -2.45066 1.06513 -5.07095
C -3.20933 -0.83104 -3.95115
C -1.27856 2.15225 -2.71863
C -1.93013 3.19930 -3.37608
C -1.40604 4.47428 -3.30213
C -0.24647 4.67133 -2.56980
C 0.32143 3.58403 -1.92514
N -0.18403 2.35766 -1.97386
H -2.47078 -1.87850 -0.84417
H -3.72418 -1.15116 -4.84167
H -2.83704 3.01823 -3.92899
H -1.89125 5.29496 -3.81102
H 0.21397 5.64253 -2.49524
H 1.23640 3.70254 -1.35994
C 2.93236 1.06315 -4.33871
C 4.22628 0.65457 -4.04892
C 4.47701 0.05230 -2.83522
C 3.44783 -0.11311 -1.89278
N 2.19957 0.30585 -2.18065
C 1.96673 0.84461 -3.37330
C 3.67077 -0.76191 -0.59073
C 4.96013 -1.19705 -0.25295
C 5.21886 -1.78456 0.96549
C 4.18429 -1.93005 1.87249
C 2.91294 -1.50456 1.53184
C 2.56949 -0.92246 0.29702
H 2.68063 1.53305 -5.27811
H 5.02103 0.79250 -4.76785
H 5.47800 -0.29063 -2.63088
H 0.93767 1.10554 -3.57689
H 5.79223 -1.07191 -0.92957
H 6.21912 -2.10788 1.21847
H 4.37456 -2.36088 2.84794
H 2.14831 -1.59953 2.29469
O 1.97908 1.36058 1.54701
N 1.55525 2.28279 0.86395
O 2.29663 3.07474 0.33271
O 0.32524 2.39401 0.73596

114
Properties=species:S:1:pos:R:3 method="wB97M-V/def2-TZVPD" charge=0 homo_ev=-9.099 gap_ev=7.601 e_lumo_ha=-0.05506
O 6.23897 0.61371 2.96085
C 5.55208 1.51616 2.40156
C 6.17146 2.53290 1.31334
C 7.56967 3.17089 1.45529
C 8.09601 4.13258 0.33772
C 7.23861 4.44249 -0.93819
C 5.81374 3.82557 -1.09301
C 5.30459 2.89199 0.04469
C 3.84337 2.21541 0.01738
O 3.29231 1.81426 -1.04319
C 3.12377 2.13903 1.45993
C 1.61721 2.43040 1.68578
C 0.97922 2.33633 3.11966
I -1.13629 2.74935 3.47845
C 1.83840 1.92066 4.35667
C 3.35108 1.63408 4.11302
C 3.99029 1.75308 2.71314
H 8.24857 2.99080 2.36228
H 9.12136 4.64034 0.41518
H 7.66988 5.12976 -1.75636
H 5.13784 4.02115 -2.00228
H 0.92374 2.75039 0.83063
H 1.32302 1.87681 5.36846
H 4.03684 1.32878 4.97579
O -4.30358 1.54555 2.40294
C -4.02434 0.42554 2.71893
O -3.72360 -0.56555 1.83139
C -3.32360 -1.69211 2.60335
C -3.98070 -1.42840 3.92041
F -3.24199 -1.92439 4.94044
O -3.97582 -0.01664 4.00556
H -2.23248 -1.71488 2.67292
H -3.66526 -2.62243 2.14667
H -5.00752 -1.79785 3.99299
O -8.18677 -4.04680 2.44377
C -7.78046 -3.11360 1.81479
O -6.65453 -2.41372 2.12946
C -6.44554 -1.48281 1.07614
C -7.81763 -1.33713 0.50107
F -7.76423 -1.09386 -0.82816
O -8.38922 -2.61655 0.70230
H -5.73024 -1.89860 0.36114
H -6.05239 -0.54123 1.45737
H -8.43342 -0.57794 0.99204
O 12.25994 -1.61693 2.59401
C 11.22526 -1.29870 3.10235
O 10.72332 -0.03158 3.08722
C 9.43007 -0.09945 3.67323
C 9.52164 -1.33585 4.50914
F 8.32204 -1.95898 4.58996
O 10.40632 -2.15701 3.77458
H 8.67746 -0.17806 2.88399
H 9.22182 0.79109 4.26815
H 9.92162 -1.17140 5.51412
O -7.35971 -7.09666 7.61952
C -7.48579 -6.00110 7.15863
O -8.40573 -5.09059 7.58943
C -8.14426 -3.88432 6.88693
C -7.43089 -4.37332 5.66701
F -6.52528 -3.46011 5.23392
O -6.73383 -5.51027 6.13318
H -7.52247 -3.23085 7.50574
H -9.07096 -3.36127 6.64605
H -8.09149 -4.65901 4.84395
O 9.22163 1.58010 -2.06065
C 8.38054 0.75926 -2.27857
O 7.85549 -0.06572 -1.32974
C 6.80431 -0.78788 -1.95412
C 7.18571 -0.72226 -3.39864
F 6.08603 -0.70823 -4.19179
O 7.83323 0.52834 -3.50580
H 5.85056 -0.29327 -1.74680
H 6.75635 -1.81228 -1.58173
H 7.86514 -1.51659 -3.72108
O -13.40365 -1.55625 -2.70099
C -12.76126 -2.16044 -1.88726
O -11.85957 -3.14147 -2.19201
C -11.22595 -3.50184 -0.97188
C -12.23467 -3.08433 0.04978
F -11.63159 -2.69262 1.19725
O -12.84765 -1.95738 -0.54321
H -10.28174 -2.95917 -0.88009
H -11.01899 -4.57249 -0.93889
H -12.99259 -3.84179 0.26981
O 2.07930 0.71696 -8.71941
C 2.23657 0.53964 -7.54761
O 2.94570 1.37539 -6.73498
C 2.78213 0.88845 -5.41049
C 2.44312 -0.54765 -5.63690
F 1.61443 -1.00936 -4.66975
O 1.73707 -0.52744 -6.85999
H 1.97677 1.44051 -4.91789
H 3.69776 1.01265 -4.83026
H 3.31259 -1.20564 -5.72562
O -8.80780 0.55900 -4.83190
C -9.64031 -0.26928 -5.05911
O -10.16109 -1.10810 -4.11914
C -11.20249 -1.83668 -4.75629
C -10.81435 -1.75541 -6.19772
F -11.90831 -1.74631 -6.99668
O -10.17937 -0.49590 -6.29047
H -12.16055 -1.35515 -4.54906
H -11.24136 -2.86315 -4.39367
H -10.12477 -2.53992 -6.52361
O 8.40482 6.94516 -1.90058
C 9.40876 6.68864 -2.50364
O 9.66042 7.09577 -3.77847
C 10.99417 6.70427 -4.07505
C 11.21709 5.57829 -3.11650
F 12.51338 5.51622 -2.73197
O 10.43298 5.94697 -1.99930
H 11.66779 7.54765 -3.89910
H 11.08934 6.39066 -5.11550
H 10.89332 4.60101 -3.48630

90
Properties=species:S:1:pos:R:3 method="wB97M-V/def2-TZVPD" charge=0 de_lowest_kcal_mol=9.2 homo_ev=-7.948 gap_ev=7.811 e_lumo_ha=-0.00504
Bi 0.13466 0.80377 0.54545
O -6.10768 0.83836 1.15098
C -4.76828 0.76039 1.21651
C -4.08713 -0.45922 1.17255
C -2.71401 -0.43155 1.15664
N -2.05365 0.71948 1.19197
C -2.68167 1.88510 1.34019
C -4.05286 1.95202 1.34181
C -1.74705 3.07300 1.54237
O -2.21975 4.15862 1.80560
O -0.49435 2.75712 1.45442
C -1.82708 -1.66458 1.07187
O -2.34298 -2.76943 1.10326
O -0.57733 -1.38736 0.94341
H -6.49249 -0.03933 1.05106
H -4.59407 -1.41570 1.14313
H -4.54880 2.90895 1.42929
C 0.34836 5.08871 -0.55009
C 0.54694 4.07524 -1.65404
O -0.38794 2.98779 -1.50853
H 1.00913 5.94074 -0.71809
H 0.56223 4.64722 0.41994
H -0.68442 5.44067 -0.53363
H 1.56381 3.67689 -1.63143
H 0.38430 4.54942 -2.62691
H -0.37311 2.48881 -2.33389
C -3.16032 -4.53949 -4.35722
C -2.79073 -4.66578 -3.02411
C -2.18448 -3.60542 -2.36810
C -1.92954 -2.41636 -3.04749
C -2.30334 -2.29018 -4.37810
C -2.91764 -3.35197 -5.03131
As -1.07438 -0.96888 -2.00839
C -0.39637 0.03387 -3.53786
C -1.04310 1.07114 -4.19969
C -0.38392 1.76642 -5.20855
C 0.91747 1.41870 -5.54990
C 1.56351 0.37452 -4.90232
C 0.90952 -0.32677 -3.89157
C 1.48238 -1.42362 -3.07924
C 2.73540 -1.99875 -3.26316
C 3.16492 -3.00082 -2.40468
C 2.35005 -3.43346 -1.36563
C 1.09247 -2.87165 -1.17987
C 0.66292 -1.86511 -2.03304
H -3.63863 -5.36526 -4.86922
H -2.97831 -5.59087 -2.49369
H -1.91341 -3.70057 -1.32137
H -2.10768 -1.37156 -4.91667
H -3.20506 -3.24829 -6.07023
H -2.06411 1.32382 -3.93354
H -0.88201 2.57949 -5.72183
H 1.43235 1.96798 -6.32842
H 2.57821 0.11455 -5.18024
H 3.37592 -1.67435 -4.07496
H 4.14422 -3.44199 -2.54220
H 2.69545 -4.21181 -0.69653
H 0.46113 -3.19248 -0.36076
O 1.43845 0.56832 2.14165
C 1.21710 0.26139 3.51844
C 2.57134 0.48956 4.19951
C 2.86651 0.70866 5.50838
C 4.26911 0.79622 5.74888
C 4.99985 0.64143 4.61429
S 3.99993 0.40000 3.24145
C 0.16040 1.17538 4.09094
C -1.17007 0.95111 4.30252
C -1.86614 2.11425 4.73407
C -1.05124 3.19931 4.82412
S 0.55845 2.82264 4.40231
C 0.92022 -1.22920 3.67338
C 1.50929 -2.20722 2.93270
C 1.18811 -3.51745 3.37772
C 0.37822 -3.51106 4.46847
S -0.00737 -1.91407 4.95230
H 2.10996 0.81042 6.27564
H 4.70212 0.96813 6.72495
H 6.07269 0.66170 4.49804
H -1.64930 -0.00800 4.16333
H -2.92288 2.13421 4.96513
H -1.31740 4.20902 5.09663
H 2.13983 -1.98590 2.08248
H 1.55768 -4.42084 2.91111
H -0.01609 -4.35050 5.02019
C 3.81876 1.35794 -1.30049
O 2.39664 1.26752 -1.38959
H 4.23637 1.88779 -2.16030
H 4.27562 0.36784 -1.23027
H 4.05070 1.91673 -0.39637
H 2.17547 0.75452 -2.17554

93
Properties=species:S:1:pos:R:3 method="wB97M-V/def2-TZVPD" charge=-2 spin_multiplicity=4 homo_ev="-1.826 / -1.894" gap_ev="5.835 / 5.902" e_lumo_ha="0.14733 / 0.14732"
Co 0.49614 -1.34325 0.54435
S 2.78877 1.01377 2.21003
P 1.02614 1.57210 1.55992
C 0.41105 0.60325 0.23236
P -0.12885 1.29030 -1.28378
S 0.53256 0.42910 -2.92830
C 0.12357 3.07860 -1.58227
C -0.92594 3.97253 -1.75497
C -0.66755 5.28679 -2.09389
C 0.63483 5.72128 -2.26483
C 1.68353 4.82773 -2.10717
C 1.43005 3.51106 -1.78112
C -1.97554 1.21843 -1.38425
C -2.58221 1.01194 -2.61671
C -3.95152 0.85108 -2.70358
C -4.72563 0.89295 -1.55667
C -4.12798 1.11245 -0.32723
C -2.75845 1.27833 -0.24113
C 1.08057 3.39750 1.32016
C -0.05500 4.19730 1.36833
C 0.06238 5.56851 1.24262
C 1.30792 6.15315 1.07240
C 2.43958 5.35690 1.01648
C 2.32499 3.98697 1.13861
C -0.13996 1.49887 2.97880
C 0.15102 2.30741 4.07157
C -0.60090 2.21380 5.22491
C -1.63737 1.29804 5.30058
C -1.91995 0.48572 4.21655
C -1.18209 0.58759 3.05070
H -1.94855 3.64451 -1.63075
H -1.49023 5.97833 -2.22497
H 0.83520 6.75449 -2.51849
H 2.70310 5.16170 -2.23952
H 2.23800 2.79596 -1.68469
H -1.95862 0.96576 -3.50018
H -4.41252 0.68191 -3.66873
H -5.79430 0.74089 -1.62118
H -4.73050 1.13846 0.56987
H -2.28152 1.44127 0.71456
H -1.02809 3.74222 1.50524
H -0.82167 6.19219 1.28069
H 1.39764 7.22779 0.97737
H 3.41583 5.80230 0.88329
H 3.19939 3.34853 1.12240
H 0.99203 2.98745 4.01229
H -0.36175 2.83528 6.07693
H -2.20180 1.19806 6.21873
H -2.70601 -0.25208 4.28845
H -1.38394 -0.06340 2.20805
Cl 2.92954 -5.83858 5.81132
C 2.28677 -4.55541 4.82893
C 2.03380 -3.32022 5.42087
C 1.50565 -2.31107 4.64584
Cl 1.16871 -0.78158 5.38678
C 1.15755 -2.46708 3.27126
O 0.64343 -1.51532 2.60974
C 1.43342 -3.77550 2.72448
C 1.11026 -4.02971 1.35945
O 0.32991 -3.35128 0.66415
C 2.01851 -4.78258 3.50417
H 2.25662 -3.15362 6.46510
H 1.60092 -4.90616 0.89819
H 2.21163 -5.74779 3.05706
N 3.34537 -0.04618 -1.05140
C 3.18042 -1.39026 -1.07619
O 2.17136 -1.91041 -0.53949
C 4.15530 -2.16270 -1.76990
C 5.22144 -1.55189 -2.41001
N 6.11665 -1.05247 -2.94936
C 4.11922 -3.54980 -1.81697
N 4.15400 -4.70448 -1.87952
H 2.75234 0.45403 -0.39801
H 4.22647 0.36002 -1.31665
C -0.70856 -5.03371 -3.60616
C -2.01274 -4.37757 -4.04692
C -3.19722 -4.94811 -3.27105
C -1.94584 -2.84637 -3.91422
N -1.89280 -2.39315 -2.56058
C -0.82735 -2.05561 -1.82311
N -1.26854 -1.61877 -0.66349
N -2.59167 -1.69881 -0.70369
N -2.98170 -2.15243 -1.82036
H -0.76482 -6.10897 -3.75938
H -0.50986 -4.84989 -2.55412
H 0.13181 -4.65174 -4.17918
H -2.16404 -4.58669 -5.11328
H -3.05495 -4.82332 -2.20106
H -3.29932 -6.01069 -3.48052
H -4.12217 -4.44793 -3.54823
H -2.83673 -2.39568 -4.35913
H -1.05664 -2.45979 -4.41746
H 0.19798 -2.15253 -2.10972